Computed, not measured: a molecular structure, C34H27Br2CdFN2OP, with ωB97M-V with the def2-TZVPD basis set.

Structure (ORCA input):
```
! wB97M-V def2-TZVPD RIJCOSX def2/J DEFGRID3
* xyz -1 1
Cd 1.628 0.916 -1.312
Br 5.399 6.418 2.058
C 5.075 5.051 0.771
C 5.186 5.298 -0.617
C 4.608 4.377 -1.404
C 3.907 3.174 -0.934
O 3.343 2.378 -1.766
C 4.012 2.890 0.498
C 3.592 1.704 1.116
N 3.152 0.602 0.529
C 3.178 -0.653 1.076
C 3.867 -1.074 2.197
C 3.982 -2.447 2.536
C 3.338 -3.403 1.789
C 2.586 -3.035 0.639
C 1.864 -3.990 -0.146
C 1.345 -3.602 -1.363
C 1.510 -2.267 -1.778
N 1.963 -1.348 -0.922
C 2.550 -1.703 0.241
C 4.649 3.870 1.297
H 5.677 6.214 -0.939
H 4.485 4.550 -2.489
H 3.652 1.596 2.224
H 4.377 -0.304 2.765
H 4.540 -2.772 3.438
H 3.447 -4.465 2.053
H 1.874 -5.020 0.227
H 0.643 -4.228 -1.942
H 1.193 -1.899 -2.736
H 4.831 3.688 2.371
Br -0.193 2.037 1.023
C -0.534 3.216 -0.408
C -0.715 4.543 -0.131
C -1.253 5.419 -1.127
C -1.659 4.928 -2.350
C -1.393 3.550 -2.691
C -1.838 2.978 -3.885
C -1.543 1.671 -4.176
C -0.830 0.844 -3.312
C -0.413 1.377 -2.126
C -0.801 2.666 -1.689
H -0.685 4.901 0.889
H -1.412 6.469 -0.974
H -2.193 5.588 -3.100
H -2.378 3.634 -4.587
H -1.778 1.266 -5.133
H -0.671 -0.216 -3.557
F -1.860 -1.623 0.674
C -3.743 -3.021 -1.258
P -3.373 -2.151 0.308
C -4.406 -0.661 0.492
C -3.841 -3.297 1.600
C -3.930 -2.807 2.899
C -4.366 -3.633 3.960
C -4.455 -5.003 3.679
C -4.352 -5.510 2.376
C -3.971 -4.680 1.355
H -2.866 -3.616 -1.630
H -4.046 -2.255 -2.039
H -4.536 -3.731 -1.119
H -5.052 -0.673 -0.435
H -3.875 0.302 0.568
H -5.063 -0.753 1.357
H -3.846 -1.717 3.098
H -4.656 -3.207 4.944
H -4.621 -5.722 4.490
H -4.633 -6.559 2.193
H -3.669 -5.069 0.346
*
```

Calculated values
* HOMO-LUMO gap (alpha / beta): 1.98 / 1.98 eV
* relative energy (zero: lowest compared OMol25 entry of this formula, charge and spin): 547.27 kJ/mol


Computed, not measured: a molecular structure, C46H43AsCoF4N3PS, with ωB97M-V with the def2-TZVPD basis set.

Structure (ORCA input):
```
! wB97M-V def2-TZVPD RIJCOSX def2/J DEFGRID3
* xyz 1 5
Co -2.444 -0.418 0.699
C -3.825 -0.548 3.453
N -2.565 -0.036 2.880
C -1.458 -0.569 3.686
C -2.536 1.431 2.973
C -3.419 2.105 1.943
N -3.168 1.548 0.622
C -3.541 2.238 -0.482
C -3.515 1.580 -1.739
F -3.184 0.298 -1.798
C -3.849 2.208 -2.917
F -3.817 1.505 -4.048
C -4.224 3.536 -2.936
C -4.268 4.210 -1.729
F -4.624 5.492 -1.704
C -3.950 3.597 -0.537
F -4.020 4.345 0.567
H -3.864 -1.629 3.345
H -4.683 -0.135 2.930
H -3.882 -0.278 4.514
H -1.478 -1.657 3.659
H -1.548 -0.243 4.729
H -0.504 -0.212 3.295
H -1.506 1.757 2.827
H -2.845 1.757 3.975
H -3.223 3.174 1.990
H -4.484 1.968 2.163
H -4.484 4.032 -3.860
C 0.038 -2.819 1.533
C -0.790 -3.127 0.322
C -0.368 -4.137 -0.569
C -1.167 -4.481 -1.616
C -2.437 -3.880 -1.761
C -3.342 -4.256 -2.780
C -4.583 -3.688 -2.818
C -4.970 -2.746 -1.846
C -4.120 -2.338 -0.846
S -4.628 -1.202 0.393
C -2.806 -2.897 -0.818
N -1.933 -2.489 0.162
H -0.317 -3.435 2.363
H -0.064 -1.779 1.831
H 1.092 -3.049 1.379
H 0.587 -4.618 -0.405
H -0.858 -5.240 -2.325
H -3.043 -5.003 -3.503
H -5.288 -3.975 -3.586
H -5.970 -2.331 -1.874
C 1.322 -0.462 -0.252
C 2.573 0.159 -0.887
As 3.972 0.714 0.411
C 5.513 0.370 -0.735
C 6.703 -0.064 -0.154
C 7.835 -0.255 -0.930
C 7.796 -0.003 -2.295
C 6.620 0.442 -2.878
C 5.484 0.632 -2.101
C 3.970 -0.985 1.389
C 4.152 -2.210 0.749
C 4.052 -3.397 1.458
C 3.769 -3.375 2.820
C 3.594 -2.163 3.469
C 3.696 -0.973 2.753
P -0.190 0.568 -0.123
C 0.217 1.954 0.981
C -0.462 3.173 0.919
C -0.259 4.146 1.887
C 0.608 3.907 2.945
C 1.272 2.693 3.028
C 1.073 1.723 2.056
C -0.241 1.205 -1.834
C -0.582 0.269 -2.813
C -0.573 0.613 -4.154
C -0.217 1.900 -4.537
C 0.155 2.826 -3.576
C 0.160 2.478 -2.230
H 1.544 -0.896 0.723
H 0.978 -1.303 -0.864
H 2.324 1.017 -1.514
H 3.037 -0.582 -1.539
H 6.746 -0.268 0.910
H 8.751 -0.601 -0.469
H 8.680 -0.151 -2.900
H 6.584 0.647 -3.940
H 4.577 0.987 -2.576
H 4.386 -2.237 -0.310
H 4.206 -4.342 0.953
H 3.702 -4.301 3.375
H 3.395 -2.140 4.532
H 3.580 -0.027 3.270
H -1.158 3.371 0.115
H -0.781 5.091 1.814
H 0.762 4.664 3.702
H 1.949 2.499 3.850
H 1.590 0.777 2.148
H -0.880 -0.734 -2.527
H -0.856 -0.119 -4.898
H -0.213 2.172 -5.584
H 0.460 3.822 -3.870
H 0.497 3.202 -1.504
*
```

Calculated values
* HOMO-LUMO gap (alpha / beta): 7.50 / 5.03 eV
* relative energy (zero: lowest compared OMol25 entry of this formula, charge and spin): 0.00 kJ/mol


Computed, not measured: a single C6H9N molecule, with ωB97M-V with the def2-TZVPD basis set.

Structure (ORCA input):
```
! wB97M-V def2-TZVPD RIJCOSX def2/J DEFGRID3
* xyz 0 1
C -2.524 -0.274 0.124
C -1.025 -0.298 -0.117
C -0.338 1.003 0.001
C 0.971 1.300 0.135
C 2.201 0.503 0.230
C 2.481 -0.710 -0.257
N -0.390 -1.371 -0.401
H -2.745 -0.371 1.194
H -2.980 0.659 -0.222
H -3.006 -1.106 -0.398
H -1.013 1.859 0.028
H 1.168 2.367 0.249
H 1.759 -1.288 -0.817
H 3.007 1.030 0.742
H 3.466 -1.137 -0.085
H -1.032 -2.166 -0.405
*
```

Calculated values
* HOMO-LUMO gap: 9.22 eV
* SMILES: [H]/N=C(C)/C=C\C=C
* relative energy (zero: lowest compared OMol25 entry of this formula, charge and spin): 171.48 kJ/mol


Computed, not measured: a molecular structure, C8H8N3PdS2Se2Te2, with ωB97M-V with the def2-TZVPD basis set.

Structure (ORCA input):
```
! wB97M-V def2-TZVPD RIJCOSX def2/J DEFGRID3
* xyz -1 1
Pd -0.682 1.213 0.741
C -5.143 -1.941 0.103
S -3.686 -2.558 -0.755
C -2.439 -1.376 -0.356
S -2.859 0.082 0.421
N -1.274 -1.814 -0.789
N -0.267 -0.962 -0.504
C 0.885 -1.167 -0.996
C 1.965 -0.239 -0.618
C 3.285 -0.499 -0.977
C 4.278 0.377 -0.576
C 3.932 1.490 0.172
C 2.591 1.681 0.480
N 1.639 0.848 0.091
H -5.920 -2.682 -0.086
H -5.451 -0.974 -0.285
H -4.957 -1.861 1.171
H 1.094 -2.006 -1.661
H 3.514 -1.385 -1.556
H 5.312 0.190 -0.842
H 4.675 2.200 0.509
H 2.259 2.542 1.052
Se -0.299 0.021 2.856
Te -0.752 2.421 3.223
Te -0.655 3.960 0.546
Se -1.045 2.438 -1.364
*
```

Calculated values
* HOMO-LUMO gap: 5.75 eV
* relative energy (zero: lowest compared OMol25 entry of this formula, charge and spin): 113.15 kJ/mol


Computed, not measured: 2 unconnected molecules or ions with the total composition C7H8N2O3, with ωB97M-V with the def2-TZVPD basis set.

Structure (ORCA input):
```
! wB97M-V def2-TZVPD RIJCOSX def2/J DEFGRID3
* xyz 0 1
C -1.118 -1.696 -1.306
C -1.203 -1.693 0.086
C -0.448 -0.649 -1.923
C -0.921 -0.519 0.745
C -0.066 0.457 -1.257
C -0.359 0.553 0.110
C 2.471 -0.693 0.368
N 2.503 -0.322 1.514
N -0.201 1.684 0.934
O 0.817 2.373 0.265
O 0.332 1.459 2.206
O 2.516 -1.035 -0.743
H -1.468 -2.450 -2.027
H -1.807 -2.501 0.591
H -0.097 -0.917 -2.859
H -1.134 -0.498 1.757
H 0.424 1.292 -1.692
H 1.901 0.295 1.953
H 1.558 1.712 0.141
H 0.012 2.160 2.719
*
```

Calculated values
* HOMO-LUMO gap: 9.64 eV
* SMILES: ON(O)c1ccccc1.N=C=O
* relative energy (zero: lowest compared OMol25 entry of this formula, charge and spin): 391.09 kJ/mol


Computed, not measured: 5 unconnected molecules or ions with the total composition C22H45N5O4P4S, with ωB97M-V with the def2-TZVPD basis set.

Structure (ORCA input):
```
! wB97M-V def2-TZVPD RIJCOSX def2/J DEFGRID3
* xyz 0 1
C -3.460 -4.140 -1.520
C -2.070 -4.771 -1.541
O -1.397 -4.427 -0.308
P 0.152 -4.818 -0.194
O 0.531 -5.926 -1.089
C 1.130 -3.334 -0.571
C 0.325 -2.055 -0.982
C 1.015 -0.816 -0.398
P 0.140 0.804 -0.337
C -1.196 1.317 0.857
C -1.846 0.274 1.790
C -2.440 1.038 3.009
C -0.897 -0.805 2.316
O 0.809 2.085 -1.355
C 0.511 3.277 -0.959
N 0.296 4.328 -0.561
P 1.859 1.458 1.182
S 3.588 1.888 0.322
P -1.212 0.406 -2.126
C -2.846 -0.179 -1.536
C -1.630 2.031 -2.873
O 0.384 -5.236 1.327
C 0.231 -4.260 2.373
C 1.082 -4.660 3.569
H -3.749 -3.997 -0.474
H -4.201 -4.797 -1.976
H -3.476 -3.156 -1.989
H -1.494 -4.415 -2.399
H -2.146 -5.854 -1.629
H 1.809 -3.129 0.263
H 1.755 -3.648 -1.409
H 0.331 -2.035 -2.069
H -0.690 -2.166 -0.599
H 1.952 -0.614 -0.934
H 1.307 -1.059 0.627
H -1.978 1.782 0.247
H -0.792 2.119 1.482
H -2.691 -0.233 1.322
H -2.548 2.107 2.800
H -1.776 0.947 3.872
H -3.439 0.671 3.253
H 0.025 -0.401 2.741
H -1.407 -1.338 3.126
H -0.696 -1.556 1.550
H 1.440 2.539 1.983
H 2.095 0.394 2.065
H -3.450 0.581 -1.026
H -2.768 -1.057 -0.893
H -3.403 -0.479 -2.428
H -1.993 2.717 -2.094
H -2.448 1.920 -3.586
H -0.749 2.494 -3.314
H -0.828 -4.186 2.642
H 0.551 -3.264 2.051
H 2.094 -4.862 3.209
H 0.675 -5.512 4.111
H 1.163 -3.785 4.222
C 5.103 -2.467 3.390
C 3.809 -2.133 2.817
N 2.793 -1.864 2.356
H 5.136 -3.521 3.662
H 5.895 -2.266 2.671
H 5.286 -1.870 4.282
C -4.026 5.019 -2.385
C -4.872 3.854 -2.603
N -5.534 2.930 -2.767
H -3.134 4.752 -1.818
H -3.702 5.460 -3.325
H -4.559 5.785 -1.825
C 6.836 3.705 1.398
C 7.452 3.200 2.616
N 7.937 2.795 3.575
H 5.991 3.078 1.116
H 6.477 4.722 1.540
H 7.555 3.709 0.580
C -0.625 5.522 -5.069
C -1.755 6.427 -4.909
N -2.648 7.136 -4.775
H -0.227 5.239 -4.095
H -0.932 4.620 -5.596
H 0.168 6.003 -5.638
*
```

Calculated values
* HOMO-LUMO gap: 8.01 eV
* SMILES: CCOP(=O)(CCCP(CC(C)C)(OC#N)([PH2]=S)P(C)C)OCC.CC#N.CC#N.CC#N.CC#N


Computed, not measured: a molecular structure, C36H38N3O2P2SSn, with ωB97M-V with the def2-TZVPD basis set.

Structure (ORCA input):
```
! wB97M-V def2-TZVPD RIJCOSX def2/J DEFGRID3
* xyz 3 1
Sn 0.374 0.542 -0.185
N -0.940 1.812 1.555
C -0.747 1.278 2.868
C -0.644 2.125 3.963
C -0.483 1.600 5.234
C -0.402 0.223 5.421
C -0.422 -0.622 4.327
C -0.608 -0.105 3.038
P -0.511 -1.201 1.619
C 0.607 -2.520 2.070
C 0.122 -3.767 2.461
C 1.001 -4.699 2.996
C 2.353 -4.408 3.103
C 2.839 -3.168 2.698
C 1.969 -2.227 2.183
C -2.106 -1.928 1.254
C -2.201 -2.940 0.292
C -3.426 -3.534 0.045
C -4.558 -3.116 0.740
C -4.462 -2.125 1.708
C -3.240 -1.519 1.961
H -0.962 2.828 1.571
H -1.839 1.495 1.177
H -0.707 3.200 3.824
H -0.426 2.265 6.086
H -0.315 -0.187 6.418
H -0.318 -1.690 4.469
H -0.931 -4.002 2.388
H 0.623 -5.655 3.335
H 3.034 -5.151 3.495
H 3.896 -2.949 2.784
H 2.339 -1.258 1.867
H -1.315 -3.265 -0.239
H -3.503 -4.334 -0.680
H -5.515 -3.576 0.533
H -5.332 -1.837 2.283
H -3.159 -0.769 2.740
C -1.493 -2.320 -3.264
C -0.525 -1.334 -2.691
O -0.662 -1.027 -1.480
C 0.512 -0.763 -3.517
C 0.481 -0.935 -4.916
C 1.466 -0.417 -5.721
C 2.515 0.299 -5.141
C 2.550 0.507 -3.775
C 1.560 -0.016 -2.952
O 1.691 0.201 -1.620
H -2.089 -2.757 -2.468
H -0.980 -3.105 -3.818
H -2.165 -1.806 -3.957
H -0.345 -1.460 -5.376
H 1.432 -0.573 -6.790
H 3.300 0.704 -5.767
H 3.374 1.038 -3.313
N -3.093 0.804 -0.231
C -2.515 1.687 -1.114
N -1.221 1.705 -1.337
C -0.892 2.644 -2.345
C 0.368 2.891 -2.878
C 0.479 3.795 -3.917
C -0.638 4.481 -4.400
C -1.888 4.275 -3.850
C -1.996 3.342 -2.826
S -3.443 2.820 -2.003
H -2.736 -0.146 -0.314
H -4.104 0.814 -0.212
H 1.241 2.386 -2.489
H 1.448 3.972 -4.364
H -0.523 5.185 -5.213
H -2.755 4.811 -4.214
C 4.110 0.585 0.626
P 2.578 1.452 1.014
C 2.821 3.137 0.401
C 2.532 1.621 2.810
H 4.938 1.203 0.980
H 4.199 0.435 -0.449
H 4.146 -0.387 1.117
H 3.725 3.549 0.853
H 1.972 3.771 0.657
H 2.943 3.127 -0.683
H 3.458 2.107 3.127
H 2.456 0.647 3.297
H 1.687 2.231 3.118
*
```

Calculated values
* HOMO-LUMO gap: 6.98 eV
* relative energy (zero: lowest compared OMol25 entry of this formula, charge and spin): 54.38 kJ/mol


Computed, not measured: a molecular structure, C35H30F3N5O2PdS3Te, with ωB97M-V with the def2-TZVPD basis set.

Structure (ORCA input):
```
! wB97M-V def2-TZVPD RIJCOSX def2/J DEFGRID3
* xyz 0 1
Pd -0.405 -0.385 0.082
S 6.510 0.457 -1.528
C 6.719 0.177 -3.200
C 5.552 -0.182 -3.800
C 4.467 -0.232 -2.887
C 4.831 0.092 -1.609
C 3.976 0.136 -0.418
C 2.574 0.104 -0.574
N 1.731 0.115 0.430
C 2.206 0.148 1.698
C 3.580 0.212 1.957
C 4.048 0.259 3.315
C 3.186 0.227 4.350
C 1.772 0.135 4.120
C 0.836 0.049 5.163
C -0.505 -0.077 4.884
C -0.880 -0.088 3.521
N -0.028 0.007 2.533
C 1.283 0.100 2.809
C -1.536 -0.199 5.922
C -2.828 -0.621 5.774
C -3.552 -0.628 6.994
C -2.799 -0.210 8.047
S -1.210 0.193 7.565
C 4.461 0.204 0.865
H 7.692 0.290 -3.650
H 5.466 -0.412 -4.851
H 3.465 -0.526 -3.166
H 2.126 0.058 -1.556
H 5.117 0.310 3.487
H 3.545 0.256 5.371
H 1.191 0.063 6.188
H -1.923 -0.172 3.242
H -3.247 -0.942 4.831
H -4.584 -0.935 7.082
H -3.090 -0.120 9.080
H 5.529 0.227 1.055
C -1.098 5.404 1.932
C -0.004 4.869 1.008
C -0.472 3.698 0.207
N -0.199 2.481 0.495
N -0.804 1.579 -0.345
C -1.519 2.141 -1.293
N -2.149 1.490 -2.274
S -1.513 3.866 -1.180
H -0.715 6.217 2.548
H -1.459 4.614 2.592
H -1.948 5.785 1.364
H 0.854 4.527 1.588
H 0.344 5.656 0.336
H -2.195 0.472 -2.215
H -2.842 1.965 -2.824
F 1.827 -4.818 -1.069
C 0.558 -4.364 -1.142
F -0.176 -5.090 -0.288
F 0.110 -4.616 -2.372
C 0.528 -2.848 -0.835
O 0.833 -2.145 -1.801
O 0.230 -2.485 0.348
C -8.048 2.103 -0.127
C -6.780 1.297 -0.193
C -5.663 1.642 0.545
C -4.482 0.896 0.514
C -3.386 1.333 1.448
C -4.403 -0.228 -0.310
Te -2.682 -1.458 -0.617
C -5.541 -0.609 -1.055
C -5.548 -1.821 -1.948
C -6.697 0.155 -0.981
H -7.903 3.019 0.444
H -8.850 1.536 0.351
H -8.396 2.377 -1.124
H -5.703 2.517 1.187
H -3.272 2.419 1.440
H -2.428 0.879 1.210
H -3.642 1.049 2.474
H -4.879 -1.691 -2.801
H -6.554 -2.008 -2.325
H -5.214 -2.716 -1.421
H -7.561 -0.153 -1.562
*
```

Calculated values
* HOMO-LUMO gap: 6.36 eV
* relative energy (zero: lowest compared OMol25 entry of this formula, charge and spin): 49.55 kJ/mol


Computed, not measured: a molecular structure, C4H11MgO3, with ωB97M-V with the def2-TZVPD basis set.

Structure (ORCA input):
```
! wB97M-V def2-TZVPD RIJCOSX def2/J DEFGRID3
* xyz 1 1
C -3.315 0.190 -0.704
O -2.752 -1.209 0.706
H -4.406 0.117 -0.577
H -3.098 1.001 -1.416
H -2.879 -0.556 -1.378
H -3.415 -1.899 0.662
C -3.219 2.811 0.982
C -2.888 3.236 2.394
O -2.687 2.160 3.316
C -3.094 2.406 4.661
H -2.496 3.278 0.291
H -4.242 3.148 0.742
H -3.714 3.860 2.764
H -1.952 3.811 2.402
H -2.841 1.525 5.259
H -2.556 3.275 5.059
H -4.176 2.592 4.680
Mg -2.570 0.418 2.333
O -3.147 1.430 0.775
*
```

Calculated values
* HOMO-LUMO gap: 7.98 eV
* relative energy (zero: lowest compared OMol25 entry of this formula, charge and spin): 459.32 kJ/mol